Record 1
The following is a DFT calculation (ωB97M-V with the def2-TZVPD basis set) of 2 unconnected molecules or ions with the total composition C20H30BBrN at a distorted geometry.

```
53
Properties=species:S:1:pos:R:3
C 1.176 4.437 3.211
C 0.726 3.751 1.971
C 1.640 3.552 0.927
C 1.234 2.938 -0.249
C -0.102 2.606 -0.449
C -0.467 1.599 -1.521
C -1.772 1.594 -2.290
C -2.089 0.433 -3.025
C -3.385 0.236 -3.476
C -4.391 1.167 -3.162
C -4.076 2.321 -2.431
C -2.769 2.542 -2.005
C -1.002 2.706 0.624
C -0.608 3.358 1.812
H 0.317 4.639 3.847
H 1.887 3.821 3.772
H 1.681 5.371 2.946
H 2.688 3.845 1.071
H 1.991 2.614 -0.984
H 0.378 1.348 -2.161
H -1.338 -0.355 -3.143
H -3.668 -0.668 -4.014
H -5.411 1.008 -3.494
H -4.843 3.035 -2.123
H -2.506 3.359 -1.344
H -1.954 2.177 0.620
H -1.316 3.515 2.623
C -0.360 -2.751 2.267
C -0.376 -2.425 0.777
N 0.975 -2.821 0.236
C 2.020 -1.932 0.928
C 1.714 -0.423 0.836
C 1.329 -4.295 0.448
C 2.576 -4.446 -0.391
B 1.226 -2.966 -1.285
Br -0.338 -3.539 -2.267
H -0.738 0.847 -0.833
H -1.353 -2.604 2.705
H -0.078 -3.799 2.428
H 0.351 -2.118 2.798
H -1.157 -2.959 0.231
H -0.471 -1.354 0.562
H 2.045 -2.254 1.989
H 3.008 -2.103 0.484
H 2.520 0.099 1.381
H 1.725 -0.044 -0.202
H 0.766 -0.130 1.328
H 1.452 -4.517 1.505
H 0.492 -4.906 0.101
H 2.935 -5.465 -0.399
H 2.376 -4.116 -1.450
H 3.375 -3.806 -0.020
H 1.964 -2.122 -1.708
```

## Properties
Energy, hartree: -3433.4482
Relative energy (zero: lowest compared OMol25 entry of this formula, charge and spin), eV: 1.400
F_max, eV/A: 2.90
LUMO level, eV: -3.41
E_HOMO, eV: -10.64
Net charge: +1

Results of the Löwdin charge analysis, in e, for atoms 1 through 8: -0.058, -0.294, -0.046, -0.062, -0.230, -0.120, -0.207, -0.060



Record 2
The following is a DFT calculation (ωB97M-V with the def2-TZVPD basis set) of 2 unconnected molecules or ions with the total composition C2H8NOPS at a distorted geometry.

```
14
Properties=species:S:1:pos:R:3
C 0.256 -1.756 -1.111
C -0.334 -1.479 0.277
N 1.192 2.810 0.819
O -1.797 0.588 1.605
P -1.325 0.172 0.259
S -1.478 0.941 -1.542
H -0.377 -1.561 -1.847
H 1.147 -1.247 -1.217
H 0.673 -2.777 -1.067
H 0.288 -1.369 1.141
H -1.141 -2.228 0.706
H 0.322 3.044 1.252
H 1.367 1.819 0.886
H 1.207 3.043 -0.160
```

## Properties
Energy, hartree: -950.5421
SMILES: CCP(=O)=S.N
Relative energy (zero: lowest compared OMol25 entry of this formula, charge and spin), eV: 2.227
F_max, eV/A: 5.90
LUMO level, eV: -0.46
E_HOMO, eV: -9.85

Results of the Löwdin charge analysis, in e, for atoms 1 through 8: -0.174, -0.333, 0.023, -0.404, 0.347, 0.261, -0.021, 0.048



Record 3
The following is a DFT calculation (ωB97M-V with the def2-TZVPD basis set) of a molecular structure, C35H33N2O4P2SY.

```
78
Properties=species:S:1:pos:R:3
Y -0.119 0.032 -0.994
O 1.906 -0.101 -0.194
C 2.685 0.822 0.163
C 2.368 2.202 0.260
C 3.425 3.083 0.574
C 3.180 4.425 0.627
C 1.908 4.949 0.388
C 0.857 4.108 0.096
C 1.058 2.726 0.030
O 0.048 1.922 -0.245
N 4.293 5.341 0.948
O 5.379 4.835 1.126
O 4.035 6.521 0.975
H 3.711 0.531 0.410
H 4.425 2.714 0.760
H 1.769 6.020 0.442
H -0.136 4.500 -0.075
C -5.304 -6.570 2.281
S -4.054 -6.282 1.013
C -4.875 -4.995 0.020
C -3.896 -3.917 -0.433
C -3.322 -3.144 0.749
N -2.292 -2.154 0.357
P -2.623 -0.519 0.073
C -3.982 -0.440 -1.111
C -5.295 -0.159 -0.740
C -6.299 -0.181 -1.697
C -5.999 -0.475 -3.019
C -4.691 -0.753 -3.398
C -3.690 -0.734 -2.444
C -3.210 0.296 1.573
C -3.488 1.660 1.468
C -3.950 2.361 2.568
C -4.128 1.708 3.782
C -3.833 0.357 3.896
C -3.373 -0.352 2.796
P -0.651 -2.534 0.051
C 0.221 -2.597 1.635
C -0.115 -1.676 2.629
C 0.647 -1.589 3.785
C 1.757 -2.407 3.948
C 2.107 -3.310 2.952
C 1.348 -3.405 1.796
C -0.580 -4.181 -0.654
C -0.428 -4.318 -2.034
C -0.479 -5.572 -2.620
C -0.692 -6.692 -1.827
C -0.846 -6.563 -0.453
C -0.785 -5.312 0.139
H -4.916 -7.351 2.931
H -6.234 -6.918 1.836
H -5.482 -5.673 2.872
H -5.680 -4.563 0.618
H -5.330 -5.460 -0.854
H -4.414 -3.226 -1.103
H -3.093 -4.380 -1.008
H -2.884 -3.830 1.477
H -4.131 -2.612 1.254
H -5.531 0.078 0.289
H -7.319 0.034 -1.409
H -6.787 -0.488 -3.760
H -4.460 -0.984 -4.429
H -2.673 -0.997 -2.745
H -3.354 2.175 0.522
H -4.172 3.415 2.482
H -4.491 2.255 4.641
H -3.963 -0.148 4.843
H -3.127 -1.400 2.906
H -0.984 -1.035 2.521
H 0.368 -0.888 4.560
H 2.347 -2.344 4.851
H 2.970 -3.950 3.080
H 1.630 -4.113 1.028
H -0.271 -3.443 -2.657
H -0.353 -5.678 -3.688
H -0.738 -7.672 -2.283
H -1.022 -7.437 0.159
H -0.912 -5.219 1.210
```

## Properties
Energy, hartree: -2882.7251
Relative energy (zero: lowest compared OMol25 entry of this formula, charge and spin), eV: 0.425
F_max, eV/A: 0.62
LUMO level, eV: -6.93
E_HOMO, eV: -12.66
Net charge: +2

Results of the Löwdin charge analysis, in e, for atoms 1 through 8: 1.522, -0.151, -0.099, -0.109, 0.082, -0.111, 0.067, 0.037



Record 4
The following is a DFT calculation (ωB97M-V with the def2-TZVPD basis set) of a molecular structure, C44H55GeN2OPtSSeSi at a distorted geometry.

```
107
Properties=species:S:1:pos:R:3
Pt -0.511 -0.134 -0.025
C -5.961 -1.850 2.482
C -5.269 -1.773 1.157
C -5.637 -2.483 0.068
C -4.815 -2.349 -1.115
N -3.714 -1.701 -1.172
C -3.225 -0.998 0.000
S -2.594 0.678 -0.401
N -4.224 -0.917 1.073
C -5.263 -3.051 -2.371
H -6.776 -2.570 2.446
H -6.362 -0.874 2.764
H -5.251 -2.158 3.254
H -6.474 -3.165 0.101
H -3.883 -0.487 1.918
H -5.675 -4.037 -2.147
H -4.423 -3.144 -3.056
H -6.046 -2.465 -2.859
C -1.941 -1.650 0.486
C -1.931 -2.729 1.169
C -1.976 -3.869 1.861
C -1.929 -5.173 1.159
C -1.649 -6.372 1.820
C -1.582 -7.578 1.134
C -1.775 -7.618 -0.238
C -2.031 -6.428 -0.913
C -2.117 -5.229 -0.228
C -2.214 -3.744 3.325
C -2.981 -4.658 4.053
C -3.231 -4.472 5.407
C -2.747 -3.354 6.070
C -2.001 -2.424 5.355
C -1.734 -2.622 4.012
H -1.456 -6.361 2.884
H -1.370 -8.491 1.679
H -1.716 -8.557 -0.775
H -2.173 -6.436 -1.987
H -2.337 -4.311 -0.761
H -3.407 -5.514 3.548
H -3.830 -5.199 5.943
H -2.949 -3.207 7.124
H -1.619 -1.539 5.850
H -1.166 -1.883 3.457
C 8.268 2.446 1.216
Ge 6.354 2.049 1.043
C 5.523 2.049 2.804
C 5.524 3.406 -0.079
C 6.119 0.321 0.157
Se 4.250 -0.256 0.222
C 4.308 -1.103 1.982
H 8.407 3.395 1.738
H 8.732 2.526 0.233
H 8.787 1.669 1.780
H 5.565 3.049 3.237
H 6.020 1.356 3.485
H 4.474 1.768 2.711
H 5.625 4.394 0.371
H 4.462 3.185 -0.196
H 5.987 3.423 -1.067
H 6.756 -0.469 0.557
H 6.361 0.427 -0.902
H 5.260 -0.869 2.452
H 4.207 -2.183 1.883
H 3.501 -0.705 2.594
C 1.857 2.231 -1.570
Si 0.478 1.987 -0.290
C -0.689 3.423 -0.656
C 1.286 2.456 1.387
C 2.022 3.635 1.552
C 2.608 3.976 2.764
C 2.474 3.130 3.858
C 1.751 1.952 3.724
C 1.165 1.626 2.504
H 2.234 3.259 -1.574
H 1.463 2.015 -2.566
H 2.699 1.560 -1.385
H -0.133 4.361 -0.742
H -1.436 3.536 0.132
H -1.222 3.254 -1.595
H 2.140 4.308 0.708
H 3.170 4.898 2.858
H 2.933 3.386 4.806
H 1.643 1.285 4.572
H 0.589 0.708 2.404
C 2.243 -7.316 -1.589
C 1.991 -5.992 -0.921
C 2.049 -5.876 0.461
C 1.814 -4.666 1.097
C 1.911 -4.610 2.601
C 1.528 -3.536 0.312
C 1.335 -2.246 0.977
O 1.417 -1.148 0.387
C 1.453 -3.629 -1.095
C 1.106 -2.477 -1.995
C 1.688 -4.868 -1.678
H 2.507 -8.083 -0.862
H 3.054 -7.238 -2.316
H 1.352 -7.651 -2.126
H 2.264 -6.754 1.059
H 2.144 -5.598 2.994
H 0.972 -4.280 3.052
H 2.695 -3.925 2.933
H 1.159 -2.254 2.068
H 1.897 -1.726 -2.001
H 0.199 -1.967 -1.655
H 0.946 -2.840 -3.010
H 1.626 -4.954 -2.757
```

## Properties
Energy, hartree: -7179.7994
Relative energy (zero: lowest compared OMol25 entry of this formula, charge and spin), eV: 0.000
F_max, eV/A: 1.61
LUMO level, eV: 1.85
E_HOMO, eV: -3.92
Net charge: -1

Results of the Löwdin charge analysis, in e, for atoms 1 through 8: 0.578, -0.021, -0.335, -0.024, -0.371, 0.111, -0.860, 0.551



Record 5
The following is a DFT calculation (ωB97M-V with the def2-TZVPD basis set) of a molecular structure, C16H31F3P2W at a distorted geometry.

```
53
Properties=species:S:1:pos:R:3
P 2.357 0.271 0.772
P -0.056 -1.107 2.250
C 0.744 0.091 -0.180
C -0.436 -0.039 0.746
H 0.873 -0.776 -0.842
H 0.685 0.990 -0.804
H -0.750 0.931 1.150
H -1.287 -0.533 0.264
C -0.564 -2.761 1.644
H -0.546 -3.444 2.506
H 0.130 -3.126 0.874
H -1.584 -2.670 1.241
C -1.325 -0.692 3.463
H -2.307 -0.763 2.974
H -1.145 0.318 3.849
H -1.255 -1.415 4.288
C 3.679 -0.151 -0.442
H 4.641 0.120 0.012
H 3.538 0.410 -1.382
H 3.648 -1.229 -0.672
C 2.505 2.100 0.928
H 1.744 2.479 1.629
H 2.373 2.559 -0.067
H 3.512 2.321 1.318
W 2.164 -1.101 2.592
C -3.411 0.838 -1.760
C -3.103 -0.436 -2.067
C -2.650 -0.928 -3.410
C -1.995 0.123 -4.352
C -0.784 0.849 -3.824
C -0.745 1.960 -3.083
C -1.931 2.784 -2.667
C -3.306 2.054 -2.640
C 4.182 -0.628 3.175
H -3.811 1.035 -0.768
H -3.287 -1.209 -1.314
H -3.535 -1.333 -3.934
H -1.951 -1.771 -3.296
H -1.659 -0.434 -5.239
H -2.774 0.806 -4.707
H 0.166 0.402 -4.121
H 0.235 2.385 -2.831
H -2.021 3.625 -3.378
H -1.764 3.239 -1.678
H -4.029 2.783 -2.244
H -3.617 1.857 -3.671
H 4.131 -0.398 4.260
H 4.758 0.117 2.614
H 4.597 -1.658 3.006
F 2.956 -2.610 5.117
C 1.809 -2.015 4.570
F 0.858 -3.068 4.552
F 1.343 -1.153 5.578
```

## Properties
Energy, hartree: -1676.7734
⟨S²⟩: 2.1621
2S+1: 3
Relative energy (zero: lowest compared OMol25 entry of this formula, charge and spin), eV: 2.697
F_max, eV/A: 9.69
LUMO level (spin up / spin down), eV: -11.01 / -10.41
E_HOMO (spin up / spin down), eV: -13.74 / -13.73
Net charge: +2

Results of the Löwdin charge analysis, in e, for atoms 1 through 8: 0.666, 0.687, -0.354, -0.343, 0.102, 0.078, 0.106, 0.078



Record 6
The following is a DFT calculation (ωB97M-V with the def2-TZVPD basis set) of a molecular structure, C4H7ClN2 at a distorted geometry.

```
14
Properties=species:S:1:pos:R:3
C -0.374 -0.412 0.912
C -1.382 -0.349 -0.205
C 0.797 0.280 1.262
C -0.842 0.158 -1.548
N -0.378 -1.865 0.585
N -1.452 -1.843 -0.235
Cl -2.756 0.652 0.420
H -0.027 -2.936 0.807
H 1.178 -0.017 2.264
H 0.662 1.378 1.196
H 1.685 -0.042 0.595
H -1.199 -0.630 -2.217
H 0.187 0.218 -1.530
H -1.334 1.122 -1.897
```

## Properties
Energy, hartree: -726.1439
Relative energy (zero: lowest compared OMol25 entry of this formula, charge and spin), eV: 5.351
F_max, eV/A: 5.15
LUMO level (spin up / spin down), eV: 0.56 / 0.21
E_HOMO (spin up / spin down), eV: -7.78 / -7.86

Results of the Löwdin charge analysis, in e, for atoms 1 through 8: -0.318, -0.850, -0.104, -0.071, 0.003, 0.003, 0.610, 0.220



Record 7
The following is a DFT calculation (ωB97M-V with the def2-TZVPD basis set) of a molecular structure, C25H34N4O2 at a distorted geometry.

```
65
Properties=species:S:1:pos:R:3
O -3.276 -2.215 -1.519
C -2.528 -1.202 -1.539
N -1.227 -1.029 -1.137
C -0.491 -2.168 -0.669
C -0.876 -3.642 -0.875
C -0.092 -4.550 -0.211
C 1.091 -4.277 0.441
C 1.557 -2.782 0.257
N 2.733 -2.522 0.816
C 3.235 -1.350 1.033
N 4.346 -0.951 1.679
H 4.781 -1.934 1.675
C 5.254 -0.159 1.447
H 4.665 0.997 1.844
H 6.018 -0.081 2.176
C 5.777 0.174 0.289
N 6.604 1.299 0.151
H 7.257 1.419 0.893
C 7.273 1.833 -1.263
C 7.746 3.176 -1.060
O 6.757 4.094 -0.979
H 6.133 3.831 -0.027
H 8.579 3.279 -0.374
H 8.131 3.430 -1.980
H 7.936 1.159 -1.723
H 6.454 1.714 -1.956
H 6.494 -0.850 -0.075
H 5.082 0.403 -0.612
C 2.322 -0.239 0.741
C 1.213 -0.486 0.149
C 0.719 -1.661 -0.129
H 0.548 0.375 -0.354
H 2.786 0.848 0.772
H 1.838 -5.035 0.608
H -0.381 -5.560 -0.339
H -1.813 -3.531 -1.106
H -0.959 -0.188 -1.252
C -3.255 0.183 -1.645
H -3.988 0.045 -2.703
H -2.580 0.952 -2.181
C -3.913 0.766 -0.577
C -3.198 1.128 0.698
C -3.909 1.713 1.621
C -4.368 2.972 1.137
C -5.366 2.968 -0.147
C -6.289 1.981 0.347
C -5.851 0.580 0.883
C -4.860 0.744 2.065
H -5.497 1.467 2.745
H -4.763 -0.011 2.433
C -5.160 0.040 -0.343
H -4.817 -0.947 -0.018
H -5.671 -0.102 -1.240
H -6.714 -0.016 1.248
H -6.876 2.477 1.278
H -7.089 2.004 -0.270
C -4.532 2.147 -1.276
H -3.750 2.838 -1.476
H -5.144 2.173 -2.043
H -5.477 3.866 -0.136
H -3.414 3.673 0.726
H -4.797 3.613 2.012
H -3.082 1.906 2.374
H -2.353 1.637 0.265
H -2.664 -0.017 0.857
```

## Properties
Energy, hartree: -1341.8489
Relative energy (zero: lowest compared OMol25 entry of this formula, charge and spin), eV: 21.058
F_max, eV/A: 19.99
LUMO level, eV: 0.05
E_HOMO, eV: -7.84

Results of the Löwdin charge analysis, in e, for atoms 1 through 8: 0.040, -0.362, 0.146, -0.040, 0.044, -0.134, 0.030, -0.134



Record 8
The following is a DFT calculation (ωB97M-V with the def2-TZVPD basis set) of a single C3H4O2 molecule at a distorted geometry.

```
9
Properties=species:S:1:pos:R:3
O 2.217 0.843 0.243
C 1.273 0.083 0.286
C -0.096 0.508 0.558
C -0.982 -0.424 -0.594
O -1.173 -0.333 0.757
H 1.324 -0.970 -0.035
H -0.230 1.494 1.043
H -1.327 0.285 -1.332
H -1.007 -1.484 -0.925
```

## Properties
Energy, hartree: -267.0639
SMILES: O=C[C@H]1CO1
Relative energy (zero: lowest compared OMol25 entry of this formula, charge and spin), eV: 3.506
F_max, eV/A: 1.31
LUMO level, eV: 0.39
E_HOMO, eV: -9.83

Results of the Löwdin charge analysis, in e, for atoms 1 through 8: 0.036, -0.290, -0.153, -0.049, -0.037, 0.124, 0.156, 0.092